Molecular formula: C16H33B2I2O3Ti
Method: DFT, ωB97M-V/def2-TZVPD

Summary:
Molecular weight (g mol⁻¹): 596.7
Orbital gap (spin up / spin down) (hartree): 0.225 / 0.211
HOMO level (spin up / spin down) (eV): -7.4 / -7.4
Total energy (Eh): -2349.5483

Geometry as ORCA input:
```
! wB97M-V def2-TZVPD RIJCOSX def2/J DEFGRID3
* xyz 0 2
C -0.2412 -5.2492 -2.8485
O -0.0392 -3.8706 -3.1055
C -1.2660 -3.2511 -3.4454
C -1.1015 -1.7564 -3.8258
C 0.3205 -1.1854 -3.5899
C 0.4618 -0.6094 -2.1441
C 1.2845 -1.5221 -1.1892
C 2.7601 -1.0303 -1.0394
C 2.9876 -0.2306 0.2938
C 3.0087 1.2984 0.0790
C 2.6426 2.1319 1.3523
C 1.3459 2.9761 1.1547
C 0.2085 2.7060 2.2062
B -1.0612 1.8894 1.5674
C -0.9806 0.2511 1.5185
B -0.2911 -0.5053 2.7082
O -1.0099 -1.5697 3.3357
O 0.9767 -0.2473 3.2396
C -2.5322 2.4549 2.0474
I -3.7978 3.0821 0.4117
C -3.0362 2.5884 3.2577
C -4.4451 3.1035 3.5667
I -1.8878 2.0740 4.9610
H -0.9718 -5.3863 -2.0371
H -0.6703 -5.6865 -3.7687
H 0.7109 -5.7378 -2.6354
H -1.7058 -3.8262 -4.2790
H -1.9441 -3.3128 -2.5762
H -1.8213 -1.1834 -3.2343
H -1.3219 -1.6495 -4.8956
H 1.1171 -1.8958 -3.8250
H 0.4425 -0.3351 -4.2764
H 1.0047 0.3415 -2.2315
H -0.5325 -0.3985 -1.7318
H 0.7727 -1.5562 -0.2191
H 1.2991 -2.5560 -1.5544
H 3.3915 -1.9258 -1.0476
H 2.9862 -0.3646 -1.8820
H 2.1524 -0.4966 0.9501
H 3.9203 -0.6167 0.7251
H 2.3634 1.5358 -0.7751
H 4.0327 1.5501 -0.2373
H 2.6553 1.5310 2.2643
H 3.4709 2.8507 1.4494
H 1.6302 4.0354 1.2605
H 0.9956 2.8592 0.1213
H -0.1756 3.7201 2.4442
H 0.6020 2.3172 3.1497
H -1.0357 2.2392 0.3546
H -0.4700 -0.0398 0.5852
H -2.0068 -0.1443 1.4234
H -0.8673 -2.3498 2.7800
H 1.6046 -0.9390 2.9945
H -4.4722 4.1989 3.5979
H -5.2023 2.6619 2.9158
H -4.6981 2.7809 4.5852
Ti -1.5638 4.2504 -0.9068
*
```